The molecule C4H5NO at a distorted geometry, computed with ωB97M-V/def2-TZVPD.

Output
Kohn-Sham gap	11.6	eV
SMILES	N#CC[C@H]1CO1
E_HOMO	-0.3943	hartree
energy above the lowest of the compared OMol25 structures with the same formula, charge and spin	56.19	kcal per mole
molecular weight	83.1	g mol⁻¹
largest force on an atom	2.82	eV/Å

Each atom is followed by the atoms it is bonded to, with distances in Å.
CARTESIAN COORDINATES (ANGSTROEM)
1 N -2.574 1.502 0.460  C2 1.156
2 C -1.473 1.310 0.166  N1 1.156, C3 1.466
3 C -0.076 1.034 -0.183  C2 1.466, C4 1.511, H7 1.093, H8 1.095
4 C 0.407 -0.256 0.436  C3 1.511, C5 1.455, O6 1.385, H9 1.089
5 C 0.334 -1.517 -0.286  C4 1.455, O6 1.520, H10 1.107, H11 1.062
6 O 1.621 -0.760 -0.002  C4 1.385, C5 1.520
7 H 0.553 1.857 0.170  C3 1.093
8 H 0.021 0.982 -1.272  C3 1.095
9 H 0.343 -0.310 1.522  C4 1.089
10 H 0.221 -2.456 0.289  C5 1.107
11 H 0.622 -1.385 -1.300  C5 1.062